Computed, not measured: a 3-piece molecular cluster, C16H30O7S2 overall in a non-equilibrium geometry, with ωB97M-V/def2-TZVPD.

Output
LUMO: 0.54 eV
Highest occupied orbital energy: -9.040 eV
SMILES: C#C[C@H](COCCCO)OC.O=S1(=O)CCCC1.O=S1(=O)CCCC1
Kohn-Sham gap: 9.58 eV
Electronic energy: -53077.48828 eV
Net charge: 0

XYZ file:
```
55
Properties=species:S:1:pos:R:3:forces:R:3
C 1.988955 -5.073570 3.176857 -0.509 -0.423 -0.035
C 1.241450 -4.254429 2.719660 -0.052 0.073 0.382
C 0.265339 -3.302458 2.162897 0.403 -0.060 -0.375
C -0.333932 -3.915287 0.884487 -0.078 -0.260 -0.126
O -1.291217 -4.904855 1.243677 0.017 0.284 -0.256
C -2.620964 -4.559299 0.892193 -0.280 -0.423 0.348
C -3.311230 -3.620988 1.879918 0.031 0.392 -0.567
C -3.042552 -2.124378 1.672913 -0.701 -0.357 1.050
O -3.402147 -1.422088 2.875096 0.107 0.227 -0.109
O 0.823465 -2.018423 1.947509 -0.168 -0.056 -0.054
C 2.010796 -2.016175 1.175861 0.072 0.506 -0.165
H 2.411371 -5.968895 3.573021 0.367 0.280 -0.010
H -0.553084 -3.168290 2.868892 0.039 0.066 0.105
H -0.777170 -3.143934 0.256388 -0.026 0.169 0.141
H 0.436914 -4.403734 0.285684 0.092 -0.043 0.088
H -2.665231 -4.181078 -0.134233 0.061 0.198 0.012
H -3.181265 -5.495980 0.891863 0.140 -0.109 0.009
H -4.387911 -3.772016 1.752709 -0.061 -0.034 0.129
H -3.069501 -3.873636 2.911562 0.162 -0.186 -0.019
H -1.995568 -1.894829 1.522476 0.010 0.084 -0.261
H -3.675569 -1.767741 0.860096 0.427 0.138 -0.340
H -4.359094 -1.430380 2.965312 -0.007 -0.059 -0.003
H 1.951208 -2.664449 0.301239 0.015 -0.166 0.064
H 2.133948 -1.002498 0.796077 -0.069 0.038 0.043
H 2.886209 -2.253479 1.782925 -0.020 -0.260 0.014
O 0.515458 -0.182414 -1.645669 0.017 -0.182 0.034
S -0.918614 -0.201915 -1.478350 -0.130 0.265 0.107
O -1.586128 -1.369618 -0.952800 0.188 -0.142 -0.165
C -1.406031 1.235191 -0.540740 -0.135 0.318 0.053
C -1.634512 2.308985 -1.599786 0.130 -0.145 -0.252
C -2.402443 1.621305 -2.737452 -0.031 -0.006 0.159
C -1.690847 0.291947 -3.023803 -0.227 0.186 -0.241
H -0.620809 1.483625 0.170623 0.032 -0.129 0.007
H -2.325808 0.987774 -0.009654 0.037 -0.088 0.022
H -2.184521 3.155443 -1.191201 0.038 0.018 0.006
H -0.668158 2.674849 -1.963716 -0.464 -0.148 0.126
H -3.432541 1.430361 -2.426471 0.015 -0.036 -0.007
H -2.441209 2.241822 -3.631542 0.014 -0.006 -0.005
H -2.378698 -0.489009 -3.338302 0.101 -0.109 0.046
H -0.900177 0.408136 -3.762405 0.080 -0.038 0.077
O 1.025662 4.736540 0.404804 -0.181 -0.031 -0.049
S 1.632502 4.364302 -0.847122 0.275 -0.059 -0.114
O 0.822188 3.948867 -1.968270 0.199 0.342 0.091
C 2.745255 5.667542 -1.360089 0.264 0.154 0.001
C 4.077514 5.295380 -0.716503 -0.020 -0.113 0.053
C 4.232257 3.781211 -0.918294 -0.021 0.071 -0.028
C 2.897802 3.128089 -0.535893 0.330 -0.166 -0.043
H 2.352324 6.627227 -1.032956 -0.132 -0.057 0.009
H 2.807595 5.638240 -2.447567 -0.057 -0.031 -0.005
H 4.902095 5.849875 -1.161517 -0.003 0.010 0.002
H 4.052759 5.526403 0.350486 -0.014 0.032 -0.008
H 4.456477 3.574775 -1.966528 -0.017 0.006 -0.004
H 5.049047 3.375928 -0.323551 -0.006 -0.014 0.001
H 2.680282 2.244973 -1.133111 -0.155 0.010 0.044
H 2.858086 2.877055 0.522324 -0.100 0.065 0.015
```
Positions in Å, forces in eV/Å.